1.
DFT (ωB97M-V with the def2-TZVPD basis set) results for one molecule with the formula C2H3N5O in a non-equilibrium geometry.

Atoms and positions in Å:
H1 -1.99 2.38 -0.80
N1 -1.76 2.10 0.26
C1 -1.00 1.08 0.21
N2 -0.36 0.22 -0.64
C2 0.46 -0.63 -0.22
N3 1.73 -0.92 -0.83
N4 0.43 -1.20 1.08
N5 -0.13 -0.57 1.96
O1 -0.73 0.54 1.62
H2 1.93 -2.12 -0.83
H3 1.43 -0.86 -1.82

Computed properties:
Total charge ... 0
ΔE to the lowest compared entry with this formula, charge and spin ... 446.46 kJ/mol
LUMO energy ... -0.6 eV
DFT total energy ... -426.88758 Ha
Orbital gap ... 9.34 eV

Taken from the Löwdin analysis, the atomic charges in e are: 0.127 0.139 -0.391 0.163 -0.431 0.097 0.059 0.013 -0.050 0.199 0.076

=====

2.
DFT (ωB97M-V with the def2-TZVPD basis set) results for one molecule with the formula C2H3N5S in a non-equilibrium geometry.

Atoms and positions in Å:
N1 -1.12 -1.66 -0.32
C1 -0.23 -0.85 0.05
N2 0.73 -1.38 0.92
N3 1.87 -0.53 0.82
N4 1.82 0.80 0.58
C2 0.53 1.19 0.14
S1 0.28 2.92 0.23
N5 -0.44 0.46 -0.18
H1 -1.87 -1.16 -1.00
H2 -0.76 -2.53 -0.34
H3 -0.82 2.74 -0.90

Computed properties:
Total charge ... 0
ΔE to the lowest compared entry with this formula, charge and spin ... 184.09 kJ/mol
LUMO energy ... -0.5 eV
DFT total energy ... -749.85945 Ha
Orbital gap ... 8.99 eV

Taken from the Löwdin analysis, the atomic charges in e are: 0.175 -0.529 0.084 -0.021 0.001 -0.836 0.745 0.084 0.211 0.064 0.022

=====

3.
DFT (ωB97M-V with the def2-TZVPD basis set) results for a 2-piece molecular cluster, C2H3NO overall in a non-equilibrium geometry.

Atoms and positions in Å:
C1 1.79 0.20 0.15
C2 -1.14 0.60 -0.03
N1 1.80 -0.95 -0.04
O1 -1.28 -0.68 -0.06
H1 1.58 1.24 0.45
H2 -2.24 0.78 -0.08
H3 -0.52 -1.19 -0.37

Computed properties:
Total charge ... 0
ΔE to the lowest compared entry with this formula, charge and spin ... 368.37 kJ/mol
LUMO energy ... 0.5 eV
DFT total energy ... -207.85736 Ha
Orbital gap ... 9.73 eV

Taken from the Löwdin analysis, the atomic charges in e are: -0.105 -0.015 0.045 -0.065 0.062 0.016 0.063

=====

4.
DFT (ωB97M-V with the def2-TZVPD basis set) results for one molecule with the formula C2H3NO2 in a non-equilibrium geometry.

Atoms and positions in Å:
C1 -0.15 0.96 0.03
C2 -0.55 -0.58 0.03
N1 1.80 -0.12 0.05
O1 0.76 -1.16 -0.01
O2 1.14 0.97 -0.04
H1 -0.71 1.85 0.07
H2 -1.17 -1.08 0.82
H3 -1.12 -0.83 -0.95

Computed properties:
Total charge ... 0
ΔE to the lowest compared entry with this formula, charge and spin ... 585.40 kJ/mol
LUMO energy (alpha / beta) ... 0.5 / 0.6 eV
DFT total energy ... -283.03504 Ha
Orbital gap (alpha / beta) ... 8.97 / 8.60 eV

Taken from the Löwdin analysis, the atomic charges in e are: -0.055 -0.159 0.072 -0.136 -0.062 0.101 0.113 0.125

=====

5.
DFT (ωB97M-V with the def2-TZVPD basis set) results for a 2-piece molecular cluster, C2H3NO2 overall in a non-equilibrium geometry.

Atoms and positions in Å:
C1 -1.39 1.69 1.75
C2 0.35 -0.22 -1.18
N1 0.82 -0.42 0.14
O1 -1.33 1.05 2.68
O2 -0.55 -0.62 -0.21
H1 0.27 0.81 -1.50
H2 0.58 -0.95 -1.96
H3 1.26 -1.34 0.27

Computed properties:
Total charge ... 0
ΔE to the lowest compared entry with this formula, charge and spin ... 324.98 kJ/mol
LUMO energy ... 1.1 eV
DFT total energy ... -283.13423 Ha
Orbital gap ... 11.08 eV

Taken from the Löwdin analysis, the atomic charges in e are: -0.011 -0.241 0.009 0.020 -0.105 0.111 0.113 0.103

=====

6.
DFT (ωB97M-V with the def2-TZVPD basis set) results for a 2-piece molecular cluster, C2H3NO2 overall in a non-equilibrium geometry.

Atoms and positions in Å:
N1 1.15 -2.11 0.74
C1 0.97 -3.23 0.46
O1 0.72 -4.32 0.10
H1 2.05 -1.64 1.13
C2 -0.77 0.73 0.14
O2 -0.59 -0.42 0.46
H2 -0.52 1.70 0.52
H3 -1.32 0.84 -0.81

Computed properties:
Total charge ... 0
ΔE to the lowest compared entry with this formula, charge and spin ... 180.24 kJ/mol
LUMO energy ... 0.7 eV
DFT total energy ... -283.18936 Ha
Orbital gap ... 10.75 eV

Taken from the Löwdin analysis, the atomic charges in e are: 0.153 -0.437 0.137 0.158 -0.121 -0.030 0.064 0.075

=====

7.
DFT (ωB97M-V with the def2-TZVPD basis set) results for a 2-piece molecular cluster, C2H3NO2 overall in a non-equilibrium geometry.

Atoms and positions in Å:
C1 -1.37 -1.22 0.66
C2 1.34 1.30 -0.66
N1 -0.27 -1.05 0.17
O1 1.96 2.32 -0.85
O2 0.14 1.04 -0.54
H1 -1.61 -2.25 0.95
H2 -2.16 -0.50 0.85
H3 1.98 0.35 -0.58

Computed properties:
Total charge ... 0
ΔE to the lowest compared entry with this formula, charge and spin ... 459.48 kJ/mol
LUMO energy (alpha / beta) ... -1.2 / -2.8 eV
DFT total energy ... -283.08300 Ha
Orbital gap (alpha / beta) ... 8.92 / 7.10 eV

Taken from the Löwdin analysis, the atomic charges in e are: -0.113 -0.543 0.161 0.045 0.115 0.093 0.091 0.153

=====

8.
DFT (ωB97M-V with the def2-TZVPD basis set) results for one molecule with the formula C2H3NO2 in a non-equilibrium geometry.

Atoms and positions in Å:
O1 -2.20 -0.01 0.03
C1 -1.00 -0.18 -0.08
C2 0.17 -1.04 0.14
N1 0.17 0.33 -0.46
O2 0.90 1.53 0.12
H1 0.34 -1.08 1.21
H2 0.38 -1.76 -0.50
H3 1.25 2.20 -0.45

Computed properties:
Total charge ... 0
ΔE to the lowest compared entry with this formula, charge and spin ... 436.31 kJ/mol
LUMO energy ... 0.2 eV
DFT total energy ... -283.09182 Ha
Orbital gap ... 10.29 eV

Taken from the Löwdin analysis, the atomic charges in e are: 0.110 -0.436 0.047 0.026 -0.002 0.133 0.055 0.067

=====

9.
DFT (ωB97M-V with the def2-TZVPD basis set) results for one molecule with the formula C2H3NO2 in a non-equilibrium geometry.

Atoms and positions in Å:
O1 -2.06 -1.33 -0.40
C1 -1.00 -0.82 -0.57
N1 -0.30 0.10 -1.21
C2 0.24 -0.61 0.16
O2 0.26 0.22 1.19
H1 -0.08 0.49 -2.07
H2 1.15 -1.22 0.10
H3 -0.41 0.00 1.87

Computed properties:
Total charge ... 0
ΔE to the lowest compared entry with this formula, charge and spin ... 243.52 kJ/mol
LUMO energy ... 0.8 eV
DFT total energy ... -283.16525 Ha
Orbital gap ... 10.68 eV

Taken from the Löwdin analysis, the atomic charges in e are: 0.099 -0.542 0.229 -0.209 0.044 0.094 0.149 0.137

=====

10.
DFT (ωB97M-V with the def2-TZVPD basis set) results for one molecule with the formula C2H3NO2.

Atoms and positions in Å:
N1 -1.23 -0.30 0.44
C1 -0.28 0.59 0.08
O1 -0.42 1.74 -0.24
C2 1.64 -0.15 -0.94
O2 1.00 -0.01 0.20
H1 -2.19 -0.02 0.35
H2 -1.00 -1.27 0.56
H3 2.61 -0.58 -0.59

Computed properties:
Total charge ... 0
ΔE to the lowest compared entry with this formula, charge and spin ... 269.00 kJ/mol
LUMO energy ... 0.4 eV
DFT total energy ... -283.15555 Ha
Orbital gap ... 9.53 eV

Taken from the Löwdin analysis, the atomic charges in e are: 0.197 -0.607 0.128 0.106 -0.079 0.123 0.114 0.019